(1)
{
  "formula": "C20H64N2O12",
  "method": "ωB97M-V/def2-TZVPD",
  "species": ["O", "O", "O", "O", "O", "O", "O", "O", "O", "O", "O", "O", "N", "N", "C", "C", "C", "C", "C", "C", "C", "C", "C", "C", "C", "C", "C", "C", "C", "C", "C", "C", "C", "C", "H", "H", "H", "H", "H", "H", "H", "H", "H", "H", "H", "H", "H", "H", "H", "H", "H", "H", "H", "H", "H", "H", "H", "H", "H", "H", "H", "H", "H", "H", "H", "H", "H", "H", "H", "H", "H", "H", "H", "H", "H", "H", "H", "H", "H", "H", "H", "H", "H", "H", "H", "H", "H", "H", "H", "H", "H", "H", "H", "H", "H", "H", "H", "H"],
  "xyz": [[2.42, 1.43, -1.69], [-4.26, 0.85, 5.23], [0.96, 3.38, 5.28], [-0.73, 3.49, 1.23], [-2.01, 1.02, -2.46], [3.74, 3.07, 0.18], [-3.86, -1.33, -0.29], [2.67, -2.95, -1.64], [-2.92, -2.07, -3.39], [2.86, -2.19, 4.30], [-0.30, -1.95, -5.72], [0.33, -0.40, -1.97], [1.64, -2.57, -4.45], [-0.24, -2.65, -3.45], [3.71, 1.05, 1.52], [0.37, -2.34, -4.57], [-5.26, -1.96, -3.57], [2.88, -2.43, 2.95], [3.13, 2.42, 1.34], [2.87, 1.56, -3.01], [0.05, -0.08, 0.33], [-0.08, -1.04, -0.85], [3.46, 0.30, -3.62], [-2.55, 1.24, 3.56], [0.63, 2.85, 4.01], [3.22, -1.89, -0.89], [-1.52, 2.23, -2.94], [0.18, 3.77, 0.18], [-2.45, -2.23, 1.44], [1.44, -2.46, 2.53], [-3.17, -0.99, 0.86], [-3.92, 0.51, 3.85], [0.88, 1.35, 3.92], [-3.91, -1.32, -4.04], [3.53, -3.28, 2.73], [2.65, -0.47, -3.52], [-1.69, -2.62, 0.85], [3.32, 0.36, 0.78], [-3.20, -3.04, 1.62], [4.78, 0.97, 1.55], [-2.46, -0.13, 0.79], [0.89, -1.49, 2.77], [0.50, -1.89, -0.57], [3.33, -2.12, 0.16], [2.04, 1.98, -3.66], [2.69, -1.01, -1.04], [-2.64, 2.28, 3.62], [1.63, 0.86, -1.52], [-4.15, -0.45, -0.58], [-3.87, -0.56, 3.80], [2.32, -3.63, -1.07], [-5.41, -1.83, -2.48], [-1.24, 0.53, -2.02], [1.18, 3.26, 3.21], [-3.87, -0.26, -3.79], [-4.55, 1.74, 5.25], [-6.12, -1.60, -4.21], [-3.17, -2.13, -2.45], [1.08, 0.13, 0.60], [-1.11, -1.39, -0.97], [1.98, 1.20, 4.01], [0.66, 4.30, 5.21], [3.33, 0.80, 2.48], [-0.58, 2.02, -3.56], [-1.32, 2.89, -2.11], [0.15, -3.22, -2.66], [4.28, -0.10, -3.09], [2.20, -2.32, -5.26], [-3.83, -1.43, -5.18], [1.36, -2.74, 1.47], [3.25, 2.70, -0.55], [3.17, 3.02, 2.24], [-5.32, -3.03, -3.65], [3.71, 0.34, -4.71], [0.40, 0.81, 4.72], [4.20, -1.59, -1.23], [-1.27, -2.46, -3.36], [-2.31, 2.64, -3.59], [0.34, 3.00, -0.55], [0.85, -3.20, 3.10], [-0.46, 0.91, 0.18], [-1.78, 0.82, 4.19], [0.23, -1.06, -2.65], [-1.58, 3.36, 0.82], [-1.98, -2.04, 2.37], [-0.25, 4.57, -0.38], [2.09, 2.24, 1.23], [1.06, 4.22, 0.62], [3.38, -1.63, 2.51], [-0.44, 3.10, 3.79], [0.33, 0.97, 3.03], [-2.36, 1.04, 2.55], [-4.71, 0.81, 3.23], [3.59, 2.38, -2.94], [3.25, -1.37, 4.52], [2.08, -2.67, -3.56], [-4.00, -0.57, 1.48], [-0.40, -0.56, 1.23]],
  "lowdin_charge": [-0.1275, -0.0792, -0.0545, -0.1116, -0.1572, -0.0767, -0.0713, -0.1037, -0.1227, -0.0400, -0.1135, -0.0862, 0.1679, 0.1269, -0.0771, -0.6120, -0.0866, -0.3585, -0.2903, -0.2933, -0.0583, -0.3368, -0.0678, -0.0457, -0.3338, -0.1319, -0.1497, -0.1445, -0.0521, -0.0758, -0.3318, -0.2443, -0.0792, -0.2777, 0.1217, 0.0537, 0.0330, 0.0469, 0.1046, 0.0872, 0.0858, 0.0789, 0.0831, 0.0767, 0.1245, 0.0214, 0.0598, 0.0598, 0.0974, 0.0914, 0.0845, 0.0605, 0.0529, 0.0659, 0.0911, 0.0505, 0.0896, 0.0796, 0.0626, 0.1072, 0.0742, 0.0853, 0.0330, 0.1027, 0.0450, 0.1425, 0.0500, 0.1335, 0.1439, 0.0599, 0.0189, 0.1106, 0.0613, 0.0981, 0.0657, 0.0868, 0.0869, 0.0866, 0.0527, 0.0875, 0.0874, 0.0694, 0.0434, 0.0643, 0.0605, 0.0771, 0.0631, 0.0816, 0.0652, 0.0984, 0.0668, 0.0237, 0.0850, 0.1165, 0.0710, 0.0614, 0.1085, 0.0585],
  "relative_energy_ev": 0.000,
  "fmax_ha_per_bohr": 0.1507,
  "e_tot_ev": -49322.8781,
  "orbital_gap_ev": 9.2,
  "smiles": "NC(N)=O.CCO.CCO.CCO.CCO.CCO.CCO.CCO.CCO.CO.CO.CO"
}

(2)
{
  "formula": "C20H70I3N4O19",
  "method": "ωB97M-V/def2-TZVPD",
  "species": ["I", "I", "I", "O", "O", "O", "O", "O", "O", "O", "O", "O", "O", "O", "O", "O", "O", "O", "O", "O", "O", "O", "N", "N", "N", "N", "C", "C", "C", "C", "C", "C", "C", "C", "C", "C", "C", "C", "C", "C", "C", "C", "C", "C", "C", "C", "H", "H", "H", "H", "H", "H", "H", "H", "H", "H", "H", "H", "H", "H", "H", "H", "H", "H", "H", "H", "H", "H", "H", "H", "H", "H", "H", "H", "H", "H", "H", "H", "H", "H", "H", "H", "H", "H", "H", "H", "H", "H", "H", "H", "H", "H", "H", "H", "H", "H", "H", "H", "H", "H", "H", "H", "H", "H", "H", "H", "H", "H", "H", "H", "H", "H", "H", "H", "H", "H"],
  "xyz": [[4.28, 0.85, -1.29], [2.12, 2.84, -3.56], [-2.17, -1.72, 3.30], [3.43, 0.43, -7.58], [5.63, 2.36, -6.49], [-2.39, 3.32, -7.16], [-5.37, -2.81, -2.83], [-7.43, -7.02, -2.96], [-1.25, -2.08, -1.04], [1.59, 3.34, 0.03], [0.73, 5.02, 2.29], [-0.49, -3.21, 7.18], [-3.25, 3.72, -0.12], [7.35, 2.28, -2.45], [3.11, 3.28, 6.38], [-3.34, -6.69, -0.92], [0.81, 0.59, 6.31], [-0.70, -2.50, 9.81], [-0.75, 5.44, -0.04], [-0.94, 4.21, 5.76], [5.79, -0.20, 3.56], [-5.73, -8.43, -0.75], [1.30, 0.13, -1.35], [-0.83, -0.32, 0.47], [-0.62, 0.98, -2.69], [2.44, 0.59, 1.74], [2.49, 0.03, -2.25], [-2.40, 2.97, -3.81], [1.45, -0.93, -0.29], [2.96, 1.46, 2.59], [-1.41, 3.34, -2.70], [-0.05, -0.13, -1.96], [-2.24, -3.94, -2.17], [1.13, 0.41, 1.84], [2.27, 2.18, 3.52], [0.25, -3.41, 3.71], [0.90, 2.00, 3.58], [0.53, -0.65, 0.91], [1.62, -0.01, -4.73], [-0.96, 2.13, -1.86], [0.32, 1.09, 2.72], [0.46, -2.04, 1.64], [2.45, 0.71, -3.63], [-1.09, -0.69, -0.91], [-0.05, -2.02, 3.08], [-2.16, -2.42, -2.07], [1.32, -3.62, 3.63], [-3.18, -2.07, -1.82], [0.14, -0.05, 6.05], [-1.43, 0.61, -3.17], [-1.22, -4.33, -2.22], [7.16, 3.11, -2.01], [3.97, 0.06, -8.29], [1.22, -1.89, -0.74], [-6.35, -9.13, -0.97], [-1.93, 2.61, -4.73], [-2.85, -4.26, -3.01], [1.64, 0.16, 6.06], [6.56, 2.15, -6.63], [-1.44, 4.81, -0.29], [-4.05, 3.21, 0.01], [-0.18, -3.07, 10.39], [-0.12, 2.46, -1.25], [-2.17, 2.82, -7.95], [-3.03, -7.41, -0.36], [1.39, -1.04, -4.45], [-4.30, -6.71, -0.82], [2.47, -1.01, 0.07], [-0.74, 0.89, 2.75], [3.48, 0.66, -3.98], [-1.87, -2.05, -3.06], [0.47, -1.31, 3.72], [-4.87, -8.80, -0.96], [-1.60, 3.84, -6.99], [6.56, 1.75, -2.34], [-7.93, -6.41, -2.41], [0.03, -3.78, 7.76], [2.18, 0.05, -5.66], [3.37, 2.51, 6.89], [4.02, 1.06, -7.14], [-3.06, 2.19, -3.41], [-0.08, 4.94, 1.75], [1.48, -2.44, 1.61], [-0.17, -2.73, 1.08], [5.00, -0.30, 3.02], [0.08, -0.94, -2.69], [5.63, 2.89, -5.69], [4.04, 1.61, 2.55], [0.27, 2.56, 4.28], [2.15, 3.32, 6.47], [0.61, 5.85, 2.76], [-1.97, 3.95, -1.98], [1.35, 1.03, -0.85], [-0.95, -2.62, 7.79], [-0.37, -4.17, 3.24], [-1.16, -1.91, 10.41], [-0.58, 3.96, -3.03], [-1.06, 5.04, 6.23], [1.69, 3.52, 0.98], [0.04, -3.33, 4.78], [-6.92, -7.54, -2.33], [2.73, -1.02, -2.42], [0.71, 0.57, -4.89], [2.80, 2.86, 4.16], [5.66, 0.62, 4.03], [-6.33, -2.82, -2.75], [-2.69, -4.32, -1.25], [-3.43, 4.55, 0.34], [-2.06, -0.25, -1.16], [-3.04, 3.84, -3.99], [-1.05, 0.67, 0.53], [0.07, 5.01, -0.30], [-1.80, 1.95, -1.17], [-5.08, -3.54, -2.27], [2.39, 2.87, -0.23], [-1.74, 4.12, 5.23]],
  "lowdin_charge": [1.0779, 0.9872, 0.8752, -0.0637, -0.0479, -0.0583, -0.0521, -0.0576, -0.1003, -0.0945, -0.0549, -0.0758, -0.0446, -0.0816, -0.0548, -0.0496, -0.0457, -0.0460, -0.0433, -0.0545, -0.0525, -0.0533, -0.0185, 0.0895, -0.0001, 0.1069, -0.6407, -0.0817, -0.0888, -0.1613, -0.2652, -0.2012, -0.0648, -0.2460, -0.0506, -0.1743, -0.0345, -0.3652, -0.1232, -0.2652, -0.0293, -0.1721, -0.7984, -0.2946, -0.7504, -0.2552, 0.0826, 0.1108, 0.0324, 0.1252, 0.0838, 0.0371, 0.0427, 0.1498, 0.0606, 0.0551, 0.0843, 0.0405, 0.0535, -0.0032, 0.0623, 0.0546, 0.0701, 0.0395, 0.0415, 0.0803, 0.0195, 0.0907, 0.0740, 0.0299, 0.1251, 0.0622, 0.0462, 0.0348, -0.1074, 0.0327, 0.0280, 0.0539, 0.0425, -0.0029, 0.0786, 0.0098, 0.1303, 0.1172, 0.0056, 0.1480, 0.0397, 0.1062, 0.0990, 0.0365, 0.0536, 0.0639, 0.1236, 0.0092, 0.0686, 0.0556, 0.0497, 0.0415, 0.0282, 0.0397, -0.0129, 0.1092, 0.0519, 0.0971, 0.0297, 0.0427, 0.0623, 0.0606, 0.1533, 0.0826, 0.1135, 0.0286, 0.1016, 0.0234, -0.0420, 0.0366],
  "fmax_ha_per_bohr": 0.0382,
  "e_tot_ev": -91034.7600,
  "orbital_gap_ev": 8.0,
  "total_charge": 1
}